{
  "formula": "C51H54BBr3CaClN10O2",
  "method": "ωB97M-V/def2-TZVPD",
  "spin_multiplicity": 1,
  "total_energy_ev": -314529.249,
  "e_homo_ev": -2.02,
  "homo_lumo_gap_ev": 2.9,
  "charge": -1,
  "symbols": ["Ca", "C", "C", "C", "C", "C", "C", "N", "N", "B", "N", "C", "C", "C", "N", "C", "C", "C", "N", "C", "C", "C", "N", "C", "C", "C", "H", "H", "H", "H", "H", "H", "H", "H", "H", "H", "H", "H", "H", "H", "H", "H", "H", "H", "H", "H", "H", "H", "H", "H", "H", "H", "H", "H", "O", "C", "C", "C", "C", "C", "C", "C", "O", "N", "N", "C", "C", "Br", "C", "C", "C", "C", "C", "C", "C", "H", "H", "H", "H", "H", "H", "H", "H", "H", "H", "H", "H", "H", "H", "Br", "C", "C", "C", "N", "C", "C", "C", "C", "C", "Br", "C", "C", "N", "H", "H", "H", "H", "H", "H", "Cl", "C", "C", "C", "C", "C", "C", "C", "H", "H", "H", "H", "H", "H"],
  "positions_angstrom": [[1.156, -0.354, -0.364], [0.610, -2.942, 2.758], [1.758, -3.638, 2.039], [1.778, -5.124, 2.424], [1.609, -3.511, 0.548], [2.289, -4.296, -0.397], [1.719, -3.958, -1.600], [0.786, -3.015, -1.381], [0.725, -2.733, -0.074], [-0.274, -2.702, -2.446], [-0.387, -1.238, -2.930], [-1.129, -0.988, -4.017], [-0.958, 0.331, -4.361], [-0.079, 0.836, -3.396], [0.252, -0.133, -2.539], [0.373, 2.269, -3.384], [-0.594, 3.135, -2.566], [1.796, 2.446, -2.869], [-1.666, -3.150, -1.992], [-2.391, -4.128, -2.576], [-3.614, -4.187, -1.956], [-3.551, -3.185, -0.971], [-2.375, -2.574, -1.013], [-4.629, -2.883, 0.029], [-4.460, -1.505, 0.658], [-6.020, -2.986, -0.601], [0.758, -2.959, 3.836], [-0.322, -3.452, 2.527], [0.529, -1.913, 2.426], [2.717, -3.196, 2.348], [0.861, -5.602, 2.085], [1.844, -5.232, 3.507], [2.621, -5.647, 1.977], [3.088, -4.994, -0.232], [1.926, -4.336, -2.584], [0.018, -3.351, -3.411], [-1.711, -1.753, -4.486], [-1.384, 0.862, -5.189], [0.324, 2.618, -4.426], [-0.512, 2.874, -1.516], [-1.624, 2.982, -2.889], [-0.343, 4.191, -2.685], [1.872, 2.028, -1.866], [2.049, 3.508, -2.841], [2.508, 1.938, -3.519], [-1.994, -4.714, -3.381], [-4.433, -4.842, -2.177], [-4.557, -3.641, 0.823], [-4.519, -0.743, -0.116], [-3.492, -1.433, 1.139], [-5.237, -1.329, 1.402], [-6.099, -2.314, -1.453], [-6.777, -2.702, 0.128], [-6.231, -3.997, -0.941], [3.438, 4.609, 2.311], [4.089, 4.266, 1.160], [5.177, 5.046, 0.782], [5.904, 4.735, -0.350], [5.554, 3.633, -1.111], [4.462, 2.866, -0.747], [3.706, 3.181, 0.370], [2.561, 2.256, 0.775], [2.286, 1.302, -0.073], [1.344, 3.102, 1.078], [0.205, 2.457, 0.982], [-0.924, 3.058, 0.985], [-2.148, 2.346, 0.755], [-1.924, 0.691, -0.242], [-3.392, 2.783, 1.027], [-3.761, 3.967, 1.786], [-4.945, 4.635, 1.451], [-5.356, 5.754, 2.147], [-4.603, 6.227, 3.211], [-3.447, 5.556, 3.580], [-3.028, 4.443, 2.876], [2.756, 3.952, 2.502], [5.435, 5.888, 1.406], [6.749, 5.347, -0.635], [6.131, 3.368, -1.985], [4.172, 1.996, -1.316], [2.842, 1.855, 1.799], [1.354, 4.087, 0.801], [-1.003, 4.148, 1.079], [-4.219, 2.209, 0.637], [-5.540, 4.271, 0.627], [-6.273, 6.257, 1.867], [-4.925, 7.099, 3.762], [-2.871, 5.897, 4.431], [-2.147, 3.911, 3.198], [6.493, -4.113, -2.432], [5.142, -2.860, -1.943], [4.266, -2.371, -2.918], [3.234, -1.563, -2.463], [3.076, -1.206, -1.207], [3.968, -1.613, -0.276], [5.020, -2.483, -0.633], [3.804, -1.122, 1.067], [4.896, -1.057, 1.956], [4.701, -0.497, 3.194], [6.151, -0.370, 4.427], [3.454, -0.003, 3.558], [2.430, -0.131, 2.622], [2.577, -0.691, 1.439], [4.363, -2.641, -3.957], [2.487, -1.185, -3.154], [5.683, -2.882, 0.118], [5.871, -1.406, 1.657], [3.289, 0.470, 4.511], [1.430, 0.208, 2.870], [-2.912, -3.051, 3.773], [-2.775, -1.600, 4.714], [-3.348, -1.585, 5.960], [-3.264, -0.450, 6.758], [-2.584, 0.667, 6.276], [-2.007, 0.654, 5.036], [-2.078, -0.479, 4.168], [-1.520, -0.455, 2.915], [-3.871, -2.459, 6.321], [-3.713, -0.438, 7.740], [-2.514, 1.554, 6.891], [-1.474, 1.518, 4.665], [-1.607, -1.281, 2.231], [-0.977, 0.416, 2.586]]
}

***

{
  "formula": "C2H2N2O2S2",
  "method": "ωB97M-V/def2-TZVPD",
  "spin_multiplicity": 1,
  "total_energy_ev": -30845.553,
  "e_homo_ev": -9.22,
  "homo_lumo_gap_ev": 7.2,
  "charge": 0,
  "symbols": ["C", "C", "N", "N", "O", "O", "S", "S", "H", "H"],
  "positions_angstrom": [[-1.436, 0.221, -0.936], [1.223, 0.697, -0.299], [-1.518, 0.731, 0.120], [-1.548, 1.480, 1.099], [1.155, -1.771, -1.749], [1.470, -1.887, 0.716], [1.409, 1.223, 1.172], [1.932, -1.407, -0.573], [-0.744, -0.374, -1.589], [-1.943, 1.086, 2.039]]
}

***

{
  "formula": "C7H10N6",
  "method": "ωB97M-V/def2-TZVPD",
  "spin_multiplicity": 1,
  "total_energy_ev": -16353.821,
  "e_homo_ev": [-8.52, -8.52],
  "homo_lumo_gap_ev": [6.4, 6.4],
  "charge": 0,
  "symbols": ["C", "C", "N", "C", "C", "C", "N", "N", "N", "N", "N", "C", "C", "H", "H", "H", "H", "H", "H", "H", "H", "H", "H"],
  "positions_angstrom": [[0.654, -0.199, 1.956], [0.964, -0.448, 0.635], [0.547, -1.685, 0.246], [-0.711, -1.843, 0.304], [-1.740, -0.844, 0.649], [-2.416, -0.007, -0.102], [-3.047, 1.199, -0.087], [-3.820, 1.254, -1.091], [-3.931, 0.007, -1.549], [-3.046, -0.785, -1.067], [1.880, 0.427, -0.013], [2.864, -0.088, -0.968], [1.271, 1.759, -0.401], [0.808, 0.813, 2.394], [0.270, -1.015, 2.584], [-1.036, -2.813, 0.129], [-2.066, -1.208, 1.615], [2.235, -0.690, -1.773], [3.358, 0.710, -1.501], [3.589, -0.770, -0.420], [1.975, 2.296, -1.142], [0.280, 1.575, -0.921], [1.115, 2.352, 0.523]]
}

***

{
  "formula": "C2H5NO",
  "method": "ωB97M-V/def2-TZVPD",
  "spin_multiplicity": 1,
  "total_energy_ev": -5690.969,
  "e_homo_ev": -10.05,
  "homo_lumo_gap_ev": 10.9,
  "charge": 0,
  "symbols": ["C", "C", "N", "O", "H", "H", "H", "H", "H"],
  "positions_angstrom": [[-1.240, 0.047, -0.006], [0.261, 0.381, 0.064], [1.087, -0.762, -0.168], [0.677, 1.510, 0.199], [-1.692, 0.413, 0.921], [-1.493, -1.013, -0.131], [-1.665, 0.603, -0.850], [2.098, -0.292, -0.474], [1.968, -0.887, 0.445]]
}

***

> Number 4 is which compound?

C2H5NO

***

Please write out number 4 again, unchanged.
{
  "formula": "C2H5NO",
  "method": "ωB97M-V/def2-TZVPD",
  "spin_multiplicity": 1,
  "total_energy_ev": -5690.969,
  "e_homo_ev": -10.05,
  "homo_lumo_gap_ev": 10.9,
  "charge": 0,
  "symbols": ["C", "C", "N", "O", "H", "H", "H", "H", "H"],
  "positions_angstrom": [[-1.240, 0.047, -0.006], [0.261, 0.381, 0.064], [1.087, -0.762, -0.168], [0.677, 1.510, 0.199], [-1.692, 0.413, 0.921], [-1.493, -1.013, -0.131], [-1.665, 0.603, -0.850], [2.098, -0.292, -0.474], [1.968, -0.887, 0.445]]
}